(1)
{
  "formula": "C5H8O",
  "method": "the ωB97M-V functional and the def2-TZVPD basis",
  "smiles": "C1CC1[C@H]1CO1",
  "spin_multiplicity": 1,
  "e_above_lowest_kj_mol": 208.7,
  "e_tot_ha": -270.4784,
  "total_charge": 0,
  "homo_lumo_gap_ha": 0.413,
  "homo_energy_ev": -10.03,
  "elements": ["C", "C", "C", "C", "C", "O", "H", "H", "H", "H", "H", "H", "H", "H"],
  "coordinates": [[0.671, -0.881, 1.350], [0.587, -1.558, 0.014], [-0.337, -0.417, 0.336], [-0.162, 0.893, -0.356], [-1.252, 1.514, -1.110], [-0.888, 1.992, 0.177], [1.529, -0.245, 1.549], [0.297, -1.411, 2.222], [0.165, -2.557, -0.042], [1.391, -1.375, -0.695], [-1.376, -0.664, 0.541], [0.862, 1.135, -0.653], [-1.036, 2.186, -1.938], [-2.216, 1.003, -1.164]],
  "lowdin_charge": [-0.113, -0.117, -0.254, -0.287, -0.118, -0.034, 0.105, 0.100, 0.098, 0.101, 0.144, 0.151, 0.108, 0.114]
}

---

(2)
{
  "formula": "C5H14",
  "method": "the ωB97M-V functional and the def2-TZVPD basis",
  "smiles": "CCC.CC",
  "spin_multiplicity": 1,
  "e_above_lowest_kj_mol": 127.5,
  "e_tot_ha": -198.8406,
  "total_charge": 0,
  "homo_lumo_gap_ha": 0.458,
  "homo_energy_ev": -11.39,
  "elements": ["C", "C", "C", "H", "H", "H", "H", "H", "H", "H", "H", "C", "C", "H", "H", "H", "H", "H", "H"],
  "coordinates": [[-1.310, 1.582, -0.875], [-1.646, 2.198, 0.524], [-1.214, 1.278, 1.735], [-1.635, 2.001, -1.874], [-1.690, 0.520, -0.943], [-0.261, 1.320, -0.991], [-1.178, 3.078, 0.609], [-2.705, 2.422, 0.637], [-1.970, 0.493, 1.864], [-0.308, 0.839, 1.337], [-1.304, 1.708, 2.697], [2.481, -2.097, -1.062], [1.256, -2.251, -0.141], [2.537, -1.108, -1.564], [3.454, -1.969, -0.462], [2.712, -2.864, -1.734], [1.319, -1.725, 0.772], [1.118, -3.410, 0.195], [0.345, -2.015, -0.724]],
  "lowdin_charge": [-0.124, -0.277, -0.092, 0.078, 0.071, 0.046, 0.038, 0.093, 0.066, 0.054, 0.048, -0.188, -0.175, 0.062, 0.082, 0.028, 0.025, 0.111, 0.054]
}

---

(3)
{
  "formula": "C37H28F5N4SYb",
  "method": "the ωB97M-V functional and the def2-TZVPD basis",
  "spin_multiplicity": 2,
  "e_above_lowest_kj_mol": 49.1,
  "e_tot_ha": -3701.9205,
  "total_charge": 0,
  "homo_lumo_gap_ha": [0.258, 0.258],
  "homo_energy_ev": [-7.75, -7.74],
  "elements": ["Yb", "C", "C", "C", "C", "C", "C", "N", "N", "C", "C", "C", "C", "C", "C", "H", "H", "H", "H", "H", "H", "H", "H", "H", "C", "C", "C", "C", "N", "N", "C", "H", "H", "H", "H", "H", "H", "H", "H", "F", "C", "C", "F", "C", "F", "C", "S", "C", "F", "C", "F", "C", "C", "C", "C", "C", "C", "C", "C", "C", "C", "C", "C", "C", "C", "H", "H", "H", "H", "H", "H", "H", "H", "H", "H", "H"],
  "coordinates": [[-0.561, 0.860, -0.653], [4.240, 4.583, -0.634], [3.770, 4.007, -1.808], [2.444, 3.624, -1.908], [1.575, 3.834, -0.840], [2.036, 4.438, 0.326], [3.370, 4.799, 0.426], [0.244, 3.368, -0.975], [-0.603, 4.130, -0.473], [-1.946, 3.758, -0.587], [-2.845, 4.781, -0.264], [-4.201, 4.569, -0.398], [-4.642, 3.335, -0.863], [-3.733, 2.333, -1.180], [-2.348, 2.478, -1.044], [5.283, 4.858, -0.547], [4.439, 3.842, -2.642], [2.062, 3.161, -2.810], [1.349, 4.593, 1.146], [3.738, 5.243, 1.342], [-2.450, 5.732, 0.074], [-4.908, 5.351, -0.153], [-5.705, 3.147, -0.962], [-4.133, 1.392, -1.548], [-5.345, -2.652, -1.241], [-4.553, -1.647, -0.482], [-4.823, -0.920, 0.655], [-3.682, -0.130, 0.882], [-2.780, -0.352, -0.060], [-3.331, -1.257, -0.890], [-3.422, 0.835, 1.988], [-6.318, -2.791, -0.778], [-4.827, -3.614, -1.263], [-5.492, -2.322, -2.270], [-5.715, -0.959, 1.258], [-2.782, -1.663, -1.627], [-3.323, 0.304, 2.936], [-4.246, 1.544, 2.077], [-2.503, 1.391, 1.803], [6.250, 0.974, 0.873], [4.937, 1.048, 1.072], [4.061, 0.958, 0.008], [4.519, 0.780, -1.232], [2.708, 1.059, 0.244], [1.886, 1.001, -0.844], [2.140, 1.248, 1.499], [0.442, 1.424, 1.775], [3.061, 1.326, 2.549], [2.621, 1.507, 3.794], [4.424, 1.235, 2.346], [5.259, 1.326, 3.379], [3.973, -5.260, -0.450], [4.162, -4.417, -1.535], [3.349, -3.309, -1.699], [2.315, -3.015, -0.802], [2.158, -3.861, 0.300], [2.975, -4.968, 0.469], [1.514, -1.797, -1.068], [0.262, -1.456, -0.698], [-0.538, -2.487, 0.017], [-0.861, -2.379, 1.374], [-1.616, -3.356, 2.003], [-2.087, -4.454, 1.294], [-1.770, -4.579, -0.050], [-0.998, -3.610, -0.676], [4.604, -6.129, -0.315], [4.951, -4.619, -2.249], [3.505, -2.648, -2.545], [1.412, -3.648, 1.049], [2.833, -5.610, 1.329], [2.073, -1.104, -1.697], [-0.503, -1.526, 1.941], [-1.831, -3.267, 3.062], [-2.683, -5.206, 1.795], [-2.113, -5.443, -0.608], [-0.727, -3.722, -1.721]],
  "lowdin_charge": [1.547, -0.081, -0.082, -0.042, -0.289, -0.034, -0.071, -0.034, 0.079, -0.333, -0.036, -0.090, -0.089, -0.166, -0.209, 0.106, 0.108, 0.114, 0.109, 0.108, 0.108, 0.101, 0.101, 0.077, -0.010, -0.292, 0.028, -0.353, -0.021, 0.055, -0.015, 0.083, 0.079, 0.085, 0.115, 0.152, 0.088, 0.087, 0.031, 0.131, -0.140, -0.151, 0.124, -0.235, -0.062, -0.558, 0.586, -0.241, 0.090, -0.139, 0.128, -0.099, -0.093, -0.051, -0.208, -0.025, -0.081, -0.138, -0.235, -0.347, -0.085, -0.085, -0.102, -0.097, -0.081, 0.098, 0.099, 0.108, 0.103, 0.102, 0.071, 0.085, 0.102, 0.096, 0.099, 0.116]
}

---

(4)
{
  "formula": "C17H19ClF5N7O",
  "method": "the ωB97M-V functional and the def2-TZVPD basis",
  "spin_multiplicity": 1,
  "e_tot_ha": -2077.2374,
  "total_charge": 0,
  "homo_lumo_gap_ha": 0.320,
  "homo_energy_ev": -8.09,
  "elements": ["F", "F", "F", "F", "F", "Cl", "N", "N", "N", "O", "C", "C", "C", "C", "C", "C", "C", "N", "N", "N", "N", "C", "C", "C", "C", "C", "C", "C", "C", "C", "C", "H", "H", "H", "H", "H", "H", "H", "H", "H", "H", "H", "H", "H", "H", "H", "H", "H", "H", "H"],
  "coordinates": [[6.416, 0.538, -5.738], [6.534, -1.360, -4.677], [7.232, 0.565, -3.727], [-2.988, 2.729, 1.855], [-0.904, 2.500, 2.236], [-1.617, 1.896, -1.947], [0.336, -0.073, 0.929], [2.863, 1.166, -4.030], [3.487, 0.076, -2.049], [-6.789, -1.577, 1.674], [1.270, 0.062, 0.059], [0.784, 0.718, -1.118], [-0.528, 1.028, -0.864], [2.653, 0.737, -2.796], [4.035, 0.915, -4.591], [4.650, -0.142, -2.635], [4.971, 0.253, -3.904], [1.410, 1.024, -2.347], [5.569, -0.815, -1.879], [-3.832, -0.344, 2.307], [-0.765, 0.528, 0.412], [6.317, -0.001, -4.526], [5.373, -1.176, -0.466], [-5.505, -2.001, 1.239], [-6.237, -0.975, 2.844], [-3.575, 0.431, 3.531], [-2.611, -0.654, 1.579], [-2.285, 1.213, 3.520], [-2.062, 1.790, 2.159], [-4.800, -1.435, 2.487], [-2.063, 0.668, 1.077], [2.270, -0.306, 0.183], [4.112, 1.297, -5.623], [0.884, 1.450, -3.084], [6.499, -0.838, -2.264], [6.208, -1.791, -0.065], [4.452, -1.739, -0.341], [5.364, -0.242, 0.145], [-5.239, -1.479, 0.324], [-5.443, -3.084, 1.131], [-6.431, 0.095, 2.870], [-6.574, -1.389, 3.796], [-4.358, 1.157, 3.675], [-3.518, -0.293, 4.353], [-2.768, -1.336, 0.716], [-1.872, -1.154, 2.165], [-1.395, 0.596, 3.751], [-2.326, 2.028, 4.217], [-4.424, -2.216, 3.147], [-2.780, 0.960, 0.289]],
  "lowdin_charge": [0.155, 0.112, 0.146, 0.103, 0.090, 0.705, 0.106, 0.122, 0.219, -0.094, -0.093, -0.213, -0.544, -0.409, -0.066, -0.279, -0.085, 0.126, 0.021, -0.115, -0.103, -0.556, -0.070, -0.143, -0.137, -0.152, -0.126, -0.074, -0.492, -0.235, -0.150, 0.089, 0.143, 0.113, 0.114, 0.089, 0.068, 0.091, 0.118, 0.120, 0.118, 0.116, 0.118, 0.129, 0.146, 0.111, 0.146, 0.129, 0.142, 0.134]
}

---

(5)
{
  "formula": "C14H34BF3N14O12",
  "method": "the ωB97M-V functional and the def2-TZVPD basis",
  "spin_multiplicity": 1,
  "e_tot_ha": -2547.8983,
  "total_charge": 0,
  "homo_lumo_gap_ha": 0.270,
  "homo_energy_ev": -7.40,
  "elements": ["C", "C", "O", "C", "C", "N", "C", "C", "O", "O", "C", "C", "F", "F", "F", "N", "O", "B", "O", "O", "H", "H", "H", "H", "H", "H", "H", "H", "H", "H", "C", "O", "N", "N", "H", "H", "H", "H", "C", "O", "N", "N", "H", "H", "H", "H", "C", "O", "N", "N", "H", "H", "H", "H", "C", "O", "N", "N", "H", "H", "H", "H", "C", "O", "N", "N", "H", "H", "H", "H", "C", "O", "N", "N", "H", "H", "H", "H"],
  "coordinates": [[2.000, -1.298, -2.234], [0.939, -1.258, -0.996], [1.408, -2.025, 0.157], [0.565, 0.254, -0.566], [-0.953, 0.620, -0.971], [-2.049, -0.315, -0.888], [-3.270, 0.375, -1.292], [-4.696, -0.350, -1.275], [-5.067, -1.195, -2.161], [-5.534, -0.062, -0.199], [-2.821, 1.798, -1.680], [-3.782, 2.937, -2.237], [-4.272, 2.687, -3.554], [-3.110, 4.211, -2.298], [-4.847, 3.134, -1.290], [-1.357, 1.934, -1.464], [-0.561, 3.007, -1.661], [-0.445, 3.621, -0.322], [-1.586, 3.755, 0.575], [0.840, 4.087, 0.178], [3.082, -1.242, -1.888], [1.849, -2.330, -2.738], [1.721, -0.465, -2.965], [-0.002, -1.802, -1.394], [1.668, -1.421, 0.886], [0.660, 0.448, 0.567], [1.255, 0.995, -1.098], [-1.983, -1.309, -0.590], [-1.424, 3.062, 1.271], [0.980, 5.031, -0.111], [-0.327, -3.862, 2.885], [-0.009, -3.001, 3.694], [-1.579, -3.967, 2.382], [0.546, -4.786, 2.419], [-1.858, -4.668, 1.717], [-2.261, -3.298, 2.703], [1.490, -4.742, 2.769], [0.305, -5.500, 1.755], [-2.728, -7.780, 2.855], [-2.460, -7.361, 1.735], [-3.949, -8.251, 3.185], [-1.819, -7.805, 3.862], [-4.187, -8.598, 4.096], [-4.652, -8.250, 2.464], [-0.895, -7.461, 3.656], [-2.017, -8.143, 4.786], [5.454, 0.215, -2.866], [4.239, 0.070, -2.891], [6.292, -0.727, -2.370], [6.066, 1.330, -3.333], [7.291, -0.627, -2.340], [5.875, -1.571, -2.013], [5.476, 2.054, -3.710], [7.060, 1.468, -3.321], [1.240, 7.851, 0.250], [0.792, 6.988, -0.499], [2.034, 8.853, -0.185], [0.977, 7.872, 1.579], [2.409, 9.567, 0.409], [2.253, 8.873, -1.167], [0.387, 7.139, 1.942], [1.333, 8.567, 2.209], [3.712, 11.929, -0.976], [3.322, 10.773, -1.074], [4.895, 12.346, -1.486], [2.995, 12.891, -0.348], [5.233, 13.289, -1.416], [5.458, 11.659, -1.962], [2.108, 12.620, 0.045], [3.297, 13.844, -0.256], [-4.317, -11.678, 1.658], [-4.771, -10.748, 2.308], [-5.074, -12.729, 1.258], [-3.017, -11.738, 1.281], [-4.719, -13.501, 0.724], [-6.046, -12.720, 1.519], [-2.422, -10.974, 1.560], [-2.624, -12.492, 0.748]],
  "lowdin_charge": [-0.058, -0.360, -0.080, -0.021, -0.047, 0.174, 0.053, -0.534, -0.052, -0.157, 0.076, -0.297, 0.081, 0.057, 0.076, -0.021, 0.145, -0.528, 0.118, 0.090, 0.060, 0.094, 0.087, 0.132, 0.091, 0.140, 0.135, 0.184, 0.131, 0.078, -0.718, 0.003, 0.162, 0.151, 0.086, 0.109, 0.104, 0.094, -0.707, -0.007, 0.153, 0.149, 0.099, 0.104, 0.094, 0.094, -0.675, -0.003, 0.156, 0.154, 0.097, 0.109, 0.110, 0.096, -0.666, 0.012, 0.147, 0.157, 0.079, 0.097, 0.110, 0.097, -0.667, 0.005, 0.157, 0.158, 0.099, 0.112, 0.111, 0.099, -0.690, 0.014, 0.149, 0.156, 0.094, 0.107, 0.107, 0.095]
}

---

(6)
{
  "formula": "C3H4N2O3",
  "method": "the ωB97M-V functional and the def2-TZVPD basis",
  "smiles": "O=C1NN=COCO1",
  "spin_multiplicity": 1,
  "e_above_lowest_kj_mol": 213.6,
  "e_tot_ha": -451.8984,
  "total_charge": 0,
  "homo_lumo_gap_ha": 0.376,
  "homo_energy_ev": -9.44,
  "elements": ["O", "C", "N", "N", "C", "O", "C", "O", "H", "H", "H", "H"],
  "coordinates": [[2.548, -0.141, -0.667], [1.544, 0.020, -0.108], [0.733, -1.076, 0.407], [-0.520, -1.467, 0.010], [-1.366, -0.655, -0.526], [-1.301, 0.690, -0.574], [-0.381, 1.257, 0.319], [0.950, 1.237, -0.081], [1.272, -1.916, 0.347], [-2.415, -0.998, -0.749], [-0.468, 0.694, 1.224], [-0.595, 2.356, 0.399]],
  "lowdin_charge": [0.186, -0.509, 0.031, 0.051, -0.202, -0.009, -0.196, 0.073, 0.126, 0.148, 0.133, 0.168]
}